# 1
The following is a quantum chemistry calculation of a structure of composition C3H9N3 at a distorted geometry, from the OMol25 dataset.

```
15
Properties=species:S:1:pos:R:3:forces:R:3:mulliken_charge:R:1
C -1.72027 -0.51780 1.38445 0.13 -0.03 -0.05 -0.726
N 0.73335 0.51247 0.47898 1.95 0.31 -0.48 -0.398
N -1.35137 0.27803 0.23160 -0.14 -0.20 -1.14 -0.507
C 0.33184 0.08751 -0.68440 -3.37 -0.46 1.34 0.811
N 2.44943 0.38918 -0.60772 0.56 0.14 0.34 -0.712
C 0.16099 -0.60912 -1.78168 0.33 0.28 -0.16 -0.858
H 0.69621 1.52893 0.55515 0.00 -0.10 -0.08 0.258
H -1.74098 1.21786 0.25692 0.32 -0.05 0.03 0.203
H 2.84052 1.31745 -0.44066 0.03 -0.08 0.07 0.224
H 2.91373 -0.24063 0.04594 0.04 0.12 0.01 0.226
H -2.80236 -0.70821 1.37449 0.11 0.01 -0.02 0.297
H -1.21786 -1.48586 1.32628 -0.02 0.06 0.03 0.257
H -1.47158 -0.05922 2.34852 0.03 -0.05 -0.02 0.258
H -0.83846 -0.87025 -2.09180 0.05 0.01 0.12 0.315
H 1.01681 -0.84033 -2.39607 -0.01 0.03 0.02 0.351
```
Forces are in eV/Å.

gap between HOMO and LUMO (alpha / beta): 0.302 / 0.317 Ha
E_LUMO (alpha / beta): 0.59 / 0.71 eV



# 2
The following is a quantum chemistry calculation of the molecule C3H9N3 at a distorted geometry, from the OMol25 dataset.

```
15
Properties=species:S:1:pos:R:3:forces:R:3:mulliken_charge:R:1
C -1.61686 -0.72057 0.27292 -0.51 -5.43 0.89 -1.411
C -0.16118 -0.43927 0.40960 -0.23 0.10 0.94 0.581
C 0.78524 -0.99273 -0.72166 1.05 0.56 2.06 -0.625
N 0.49750 0.33029 -1.30625 3.13 -0.37 -1.77 -0.384
N -0.00540 0.94987 -0.17007 1.35 1.54 2.16 -0.236
N 1.08472 1.67648 0.86864 -1.94 -2.32 -0.26 -0.622
H -1.83905 -1.47068 -0.53920 0.23 0.92 0.52 0.270
H -2.10864 0.13512 0.09093 -1.89 2.97 -0.73 0.394
H -2.09942 -1.21366 1.18165 0.80 0.70 -0.88 0.292
H 0.11416 -0.49865 1.50092 0.34 0.03 -1.38 0.428
H 1.83270 -1.29690 -0.20529 -1.95 1.04 -1.70 0.217
H 0.44133 -1.70013 -1.46378 -0.10 -0.86 0.55 0.339
H 1.27658 0.73368 -1.86974 -1.06 0.32 0.83 0.255
H 0.33687 2.01155 1.50176 0.77 -0.04 -0.31 0.251
H 1.46144 2.49560 0.44954 0.00 0.84 -0.92 0.251
```
Forces are in eV/Å.

SMILES string: C[C@H]1CNN1N
gap between HOMO and LUMO: 0.338 Ha
E_LUMO: 1.24 eV



# 3
The following is a quantum chemistry calculation of the molecule C3H9N3 at a distorted geometry, from the OMol25 dataset.

```
15
Properties=species:S:1:pos:R:3:forces:R:3:mulliken_charge:R:1
N -1.67389 -1.19664 -0.28415 -0.98 1.69 -0.85 -0.567
C -0.57336 -0.62813 0.38083 1.97 -3.69 0.61 -0.369
C 0.78633 -0.10205 -0.33861 -0.45 -3.14 0.20 -0.319
N 2.09927 -0.56694 0.11306 -0.03 0.30 -1.52 -0.730
C -0.09743 0.68231 0.51458 1.15 3.23 -0.81 0.189
N -0.64258 1.69483 -0.27055 -0.25 1.54 -1.64 -0.631
H -2.50206 -0.66578 0.01098 0.07 -1.11 -0.46 0.230
H -1.71348 -2.20437 -0.21453 -0.29 0.39 0.26 0.250
H -0.35431 -1.17172 1.28197 0.58 -0.29 0.43 0.343
H 0.64129 -0.15217 -1.43301 -0.28 0.80 0.72 0.357
H 2.30381 -1.34747 -0.53285 0.04 0.10 0.80 0.291
H 2.71566 0.15643 -0.29370 0.07 -0.35 0.72 0.262
H 0.28521 1.02634 1.45458 0.28 -0.38 0.77 0.286
H -1.37090 2.14182 0.21843 -0.84 1.20 0.30 0.187
H 0.09646 2.33356 -0.60706 -1.03 -0.31 0.46 0.222
```
Forces are in eV/Å.

SMILES string: N[C@H]1[C@H](N)[C@H]1N
gap between HOMO and LUMO: 0.331 Ha
E_LUMO: 1.06 eV



# 4
The following is a quantum chemistry calculation of the molecule C3H9N3 at a distorted geometry, from the OMol25 dataset.

```
15
Properties=species:S:1:pos:R:3:forces:R:3:mulliken_charge:R:1
H -2.45101 1.25671 -1.34251 0.01 -0.13 0.54 0.199
N -1.86981 0.42913 -1.21394 2.05 0.77 2.04 -0.701
C -0.97558 0.52651 -0.22808 -1.75 0.06 -1.24 0.427
N -0.98979 1.49923 0.86448 1.14 -1.74 -1.48 -0.419
N -0.07300 -0.53923 -0.17600 0.49 -0.17 0.01 -0.268
C 1.32493 -0.29821 0.18886 -0.01 -1.19 -0.13 -0.256
C 2.11093 -1.62005 0.41672 1.69 0.47 1.07 -1.127
H -0.13211 1.90632 1.30064 -1.36 -0.65 -0.96 0.205
H -1.81507 2.05730 0.78534 0.08 0.57 0.18 0.209
H -0.05236 -1.08944 -1.05178 -0.81 0.74 0.75 0.297
H 1.31017 0.34841 1.07760 0.62 -0.08 -0.49 0.274
H 1.80255 0.07652 -0.71898 0.28 1.05 0.44 0.228
H 1.92917 -2.13389 1.38812 0.06 0.61 -0.53 0.301
H 3.26032 -1.43151 0.30741 -2.05 -0.13 0.44 0.292
H 1.91484 -2.36385 -0.33259 -0.42 -0.19 -0.63 0.339
```
Forces are in eV/Å.

SMILES string: [H]/N=C(\N)NCC
gap between HOMO and LUMO: 0.347 Ha
E_LUMO: 0.88 eV



# 5
The following is a quantum chemistry calculation of the ion C3H9N3 with charge +2 at a distorted geometry, from the OMol25 dataset.

```
15
Properties=species:S:1:pos:R:3:forces:R:3:mulliken_charge:R:1
C -1.22223 -0.01371 -0.03642 1.54 -0.95 1.01 0.295
C 0.79618 -1.37913 -0.10321 -3.25 3.90 0.62 -0.662
C 0.85007 1.12578 -0.18220 0.50 -0.04 -1.49 -0.355
N -0.54835 1.11111 0.09424 -1.37 -0.92 -0.53 -0.158
N -2.42937 -0.46959 0.07095 1.37 -0.45 -0.62 -0.246
N 1.45467 -0.14839 0.32253 2.90 -1.50 -0.15 -0.211
H 0.90706 -2.20147 0.52216 -0.09 -1.44 0.96 0.361
H 0.51052 -1.35437 -1.09437 0.31 -0.68 -2.13 0.508
H 1.01837 1.40533 -1.28981 0.33 -1.18 1.59 0.344
H 1.17070 1.92366 0.41007 1.47 1.14 0.83 0.382
H -0.83978 2.05981 -0.12183 -1.34 0.03 0.35 0.291
H -2.43554 -1.42768 -0.24350 -0.62 -0.46 0.21 0.293
H -3.33469 -0.10601 0.35071 0.11 0.83 -0.02 0.270
H 1.65092 -0.21126 1.36022 -0.70 0.68 -0.89 0.450
H 2.45147 -0.31408 -0.05956 -1.16 1.03 0.26 0.438
```
Forces are in eV/Å.

net charge: +2
gap between HOMO and LUMO (alpha / beta): 0.337 / 0.326 Ha
E_LUMO (alpha / beta): -10.33 / -10.55 eV



# 6
The following is a quantum chemistry calculation of a structure of composition C3H9N3 at a distorted geometry, from the OMol25 dataset.

```
15
Properties=species:S:1:pos:R:3:forces:R:3:mulliken_charge:R:1
C 1.01629 0.10075 3.47196 -1.21 1.14 0.28 0.205
C -0.13428 -0.15482 1.41474 -1.56 -1.12 3.88 0.076
C 3.33173 -1.86636 -0.44861 1.38 -1.19 -0.95 0.001
N 1.89255 0.83790 4.03279 1.92 0.18 2.41 -0.237
N 0.90422 0.23473 2.10253 2.56 -0.41 -3.93 -0.102
N 2.52777 -1.08964 -0.27463 -1.39 1.33 1.07 -0.330
H 0.17683 -0.47624 3.95539 1.15 0.77 0.10 0.344
H -0.97267 -0.56252 2.16645 1.36 0.79 -2.39 0.219
H -2.00255 0.37956 -8.35284 1.35 -1.82 -0.54 -0.001
H 4.09297 -2.56438 -0.76285 -0.15 0.07 0.23 0.336
H -1.52443 -0.26207 -8.54400 -1.35 1.82 0.54 0.001
H 1.90209 0.98676 5.09494 -0.11 -0.71 -1.59 0.349
H 2.80058 1.23827 3.61104 -1.98 -0.43 0.15 0.332
H 1.82399 0.51862 1.52704 -2.26 -0.62 1.07 0.459
H -0.24172 -0.12419 0.34123 0.29 0.20 -0.32 0.347
```
Forces are in eV/Å.

net charge: +2
gap between HOMO and LUMO: 0.177 Ha
E_LUMO: -11.71 eV



# 7
The following is a quantum chemistry calculation of the ion C3H9N3O with charge -1 at a distorted geometry, from the OMol25 dataset.

```
16
Properties=species:S:1:pos:R:3:forces:R:3:mulliken_charge:R:1
C -1.04684 -0.73420 -0.67828 1.42 -0.02 -1.97 -2.342
N 0.30034 -1.00144 -0.12256 -3.36 0.30 -1.55 1.054
C 0.89530 -0.53287 0.90879 1.28 1.69 4.44 -0.767
N 0.57059 0.77961 1.34016 -0.23 -0.04 2.62 -0.314
O 1.74430 -1.19240 1.53462 0.28 0.76 -0.58 -0.620
C -0.92063 0.50501 -1.69792 -1.17 -2.10 0.26 -2.163
N -1.08715 1.76106 -1.00466 0.38 1.46 1.05 -0.976
H -1.90605 -0.68991 0.02337 0.97 0.10 -0.16 0.362
H -1.09507 -1.70067 -1.27053 -0.98 1.11 0.10 1.264
H 0.87319 -1.58491 -0.63931 0.78 -1.80 -0.96 0.332
H 0.95885 0.88645 2.33915 -0.95 -0.25 -2.17 0.354
H -0.42314 1.13069 1.27640 1.66 -0.65 -0.49 0.288
H 0.11398 0.22891 -2.15112 -1.94 1.44 0.27 0.843
H -1.82093 0.43849 -2.37849 1.27 -0.52 -0.18 0.684
H -2.06748 2.01516 -0.79286 0.63 -0.62 -0.52 0.760
H -0.64123 2.61283 -1.36965 -0.03 -0.85 -0.16 0.240
```
Forces are in eV/Å.

multiplicity: 2
net charge: -1
gap between HOMO and LUMO (alpha / beta): 0.110 / 0.332 Ha
E_LUMO (alpha / beta): 4.12 / 4.06 eV



# 8
The following is a quantum chemistry calculation of the ion C3H9N3O with charge -1 at a distorted geometry, from the OMol25 dataset.

```
16
Properties=species:S:1:pos:R:3:forces:R:3:mulliken_charge:R:1
C 0.81019 -0.52633 -0.41862 0.79 0.89 -0.34 -1.534
N 0.38211 -0.37294 0.99223 -1.18 0.23 0.29 0.482
C -0.78823 -0.90812 1.53195 -0.33 1.92 0.86 -0.380
N -1.58848 -1.81908 0.79849 1.53 1.12 -0.57 -0.672
O -1.23945 -0.49189 2.61799 1.13 -0.70 -0.73 -0.513
C 1.17345 0.91135 -0.90945 -0.55 -0.78 -1.15 -2.628
N 0.01659 1.84240 -0.79675 0.56 0.47 -1.08 -0.936
H 0.06449 -0.89386 -1.22196 0.72 0.06 1.77 0.941
H 1.77070 -1.15492 -0.39658 -1.25 0.65 -0.48 0.584
H 0.65464 0.56838 1.42351 -0.87 -2.12 -0.85 0.235
H -2.37173 -1.89286 1.43251 -0.58 -0.09 -0.55 0.375
H -1.78597 -1.33372 -0.11343 -0.26 -0.91 0.68 0.500
H 1.93518 1.29402 -0.28049 1.13 0.35 0.41 0.435
H 1.56106 0.77342 -1.96149 -0.24 0.37 0.81 1.161
H 0.11778 2.69472 -1.44251 0.25 -1.52 1.05 0.571
H -0.71231 1.30942 -1.25537 -0.85 0.06 -0.12 0.378
```
Forces are in eV/Å.

multiplicity: 2
net charge: -1
gap between HOMO and LUMO (alpha / beta): 0.119 / 0.361 Ha
E_LUMO (alpha / beta): 4.20 / 4.06 eV



# 9
The following is a quantum chemistry calculation of the molecule C3H9N3O at a distorted geometry, from the OMol25 dataset.

```
16
Properties=species:S:1:pos:R:3:forces:R:3:mulliken_charge:R:1
N 2.65089 -0.68852 -0.89080 1.76 -1.70 -2.72 -0.622
C 1.80672 0.44956 -1.19781 -0.24 0.33 0.53 -0.598
N 0.69055 0.45158 -0.27862 -0.30 0.64 3.06 -0.386
C -0.26248 -0.67646 -0.00245 -1.27 2.57 -1.42 -0.396
C -1.59076 -0.09714 0.73698 2.22 0.33 -1.07 0.339
N -1.57938 1.26832 0.71203 1.96 -1.81 -1.24 -0.306
O -2.37887 -0.82564 1.29115 -0.09 0.19 -0.14 -0.608
H 3.57049 -0.63494 -1.48541 -2.15 -0.12 1.44 0.258
H 2.14686 -1.53332 -1.31021 1.04 1.27 0.89 0.253
H 2.34588 1.39027 -0.94408 -0.16 -0.64 -0.45 0.340
H 1.46401 0.51817 -2.24689 -0.02 -0.13 0.36 0.305
H 1.11384 0.64991 0.69703 -0.80 -0.25 -2.18 0.286
H -0.57081 -1.13304 -0.95689 0.10 -0.12 0.50 0.332
H 0.10920 -1.34024 0.70482 0.82 -1.67 0.87 0.336
H -2.35108 1.70202 1.07464 -2.01 1.55 0.90 0.169
H -0.85276 1.71088 0.11919 -0.86 -0.43 0.68 0.298
```
Forces are in eV/Å.

SMILES string: NCNCC(N)=O
gap between HOMO and LUMO: 0.363 Ha
E_LUMO: 0.76 eV



# 10
The following is a quantum chemistry calculation of a cluster of 2 separate species, C3H9N3O2 in total, from the OMol25 dataset.

```
17
Properties=species:S:1:pos:R:3:forces:R:3:mulliken_charge:R:1
H -0.12587 0.22482 -1.82424 0.10 -0.14 0.37 0.305
N -1.04643 0.49282 -1.47721 -0.16 0.20 -0.64 -0.718
C -1.24347 0.24954 -0.25788 -0.02 0.07 0.18 0.579
C -2.51637 0.63766 0.41133 -0.01 0.08 0.10 -1.217
C -0.20260 -0.38963 0.63412 0.28 -0.43 -0.44 0.588
N 0.16502 -1.63016 0.25591 -0.09 -0.30 0.11 -0.282
O 0.27183 0.17735 1.60251 -0.12 0.25 0.26 -0.735
H -3.15933 1.16393 -0.28733 -0.01 0.00 -0.03 0.336
H -3.02410 -0.24948 0.78771 -0.08 -0.05 0.08 0.320
H -2.28318 1.27374 1.26374 -0.06 0.03 0.10 0.304
H 0.94888 -2.06726 0.71565 -0.03 0.09 0.00 0.280
H -0.16086 -2.02666 -0.60822 0.00 0.09 0.03 0.223
N 2.24784 0.38070 -0.71950 -0.06 0.21 0.06 -0.369
O 2.84042 0.20073 0.57386 0.10 0.10 -0.05 -0.424
H 2.29437 1.38334 -0.91837 0.20 -0.24 0.04 0.222
H 2.90232 -0.07685 -1.35314 -0.08 0.15 0.21 0.213
H 2.09154 0.25540 1.20107 0.02 -0.08 -0.37 0.375
```
Forces are in eV/Å.

SMILES string: [H]/N=C(/C)C(N)=O.NO
gap between HOMO and LUMO: 0.374 Ha
E_LUMO: 0.83 eV



# 11
The following is a quantum chemistry calculation of a cluster of 2 separate species, C3H9N3O2 in total at a distorted geometry, from the OMol25 dataset.

```
17
Properties=species:S:1:pos:R:3:forces:R:3:mulliken_charge:R:1
N 2.34039 1.03261 -0.21470 0.34 0.54 -1.00 -0.512
O 1.41432 0.19019 0.41317 -2.25 -2.17 -0.63 -0.184
C 0.72909 -0.92586 -0.52528 5.42 -0.59 0.67 0.761
N 0.35933 -2.02253 0.19732 -0.55 1.52 0.51 -0.355
O 1.23194 -1.04765 -1.62438 -1.61 1.20 0.47 -0.590
H 2.45760 0.70074 -1.17839 -0.16 -0.05 0.15 0.257
H 3.24301 0.86629 0.23386 -0.25 -0.34 0.04 0.236
H 0.64513 -2.91309 -0.17358 -0.38 0.05 0.33 0.234
H -0.22131 -1.78408 0.99759 0.42 -1.26 -0.46 0.176
C -1.31728 0.35472 1.48602 -1.03 -0.88 -1.46 -0.304
N -1.16928 0.00740 0.26496 0.15 1.39 0.83 -0.282
C -1.59604 0.93042 -0.75932 -1.06 1.41 -0.45 -1.032
H -0.89527 -0.24825 2.27386 0.22 -0.23 0.17 0.195
H -2.02367 1.11947 1.80455 0.31 0.55 -0.07 0.325
H -1.21716 1.93470 -0.55978 0.03 0.00 0.26 0.375
H -2.68142 1.03512 -0.84126 -0.14 -0.17 0.38 0.392
H -1.29938 0.76978 -1.79466 0.53 -0.97 0.25 0.307
```
Forces are in eV/Å.

SMILES string: NOC(N)=O.C=NC
gap between HOMO and LUMO: 0.326 Ha
E_LUMO: 0.54 eV



# 12
The following is a quantum chemistry calculation of a cluster of 2 separate species, C3H9N3O2 in total, from the OMol25 dataset.

```
17
Properties=species:S:1:pos:R:3:forces:R:3:mulliken_charge:R:1
O 3.73102 -1.39650 0.05197 0.55 -0.21 0.19 -0.777
N 2.97839 -0.44307 -0.24672 0.01 -0.16 0.01 0.664
N 3.26050 0.77191 -0.18080 0.11 0.84 0.01 -0.305
O 4.51862 1.02387 0.25969 0.08 -0.76 0.04 -0.357
H 1.96649 -0.54875 -0.54205 0.21 0.08 0.03 0.428
H 4.92667 0.14318 0.45418 -0.28 0.17 -0.15 0.368
C -1.65576 1.12100 0.12997 0.05 0.10 -0.10 -1.199
C -0.61681 0.09104 -0.19312 -0.24 0.11 0.04 0.904
C -0.97208 -1.33415 0.09555 -0.06 -0.21 0.01 -1.308
N 0.53449 0.33447 -0.65049 -0.12 -0.07 -0.42 -0.618
H -1.72131 1.22407 1.21382 -0.08 0.00 0.07 0.283
H -1.40212 2.08823 -0.29734 0.00 0.06 0.01 0.361
H -2.63490 0.80378 -0.23296 0.04 0.05 0.02 0.340
H -0.58169 -1.98248 -0.68624 0.00 -0.02 0.00 0.362
H -2.04750 -1.47105 0.18106 -0.02 -0.05 0.01 0.366
H -0.51184 -1.64065 1.03455 -0.01 -0.01 0.09 0.293
H 0.76198 1.31081 -0.82051 -0.24 0.09 0.13 0.195
```
Forces are in eV/Å.

SMILES string: [O-]/[NH+]=N\O.CC(C)=N
gap between HOMO and LUMO: 0.361 Ha
E_LUMO: 0.71 eV



For the records above, the corresponding ΔE to the lowest compared entry with this formula, charge and spin values read 689.50; 454.45; 245.68; 92.05; 382.69; 414.84; 152.86; 93.27; 118.97; 304.43; 565.04; 529.47 kJ/mol.
For the records above, the corresponding E values read -7720.428; -7722.864; -7725.028; -7726.620; -7705.319; -7704.986; -9772.911; -9773.529; -9774.306; -11820.904; -11818.203; -11818.572 eV.